Below is a structure of composition C18H20N2O6PdS2, with properties calculated with the ωB97M-V functional and the def2-TZVPD basis.

Calculated values
* LUMO level: 4.10 eV
* HOMO: -0.79 eV
* electronic energy: -59408.3751 eV
* molar mass: 530.920 Da
* energy above the lowest of the compared OMol25 structures with the same formula, charge and spin: 0.0 kcal/mol
* F_max: 0.0166 hartree/bohr
* net charge: -2
* gap between HOMO and LUMO: 4.89 eV

Geometry (Å):
O  -0.74728  3.69685  -1.37080
C  -2.84683  -0.21393  0.83320
O  -0.04056  -1.65948  -2.03370
Pd  -0.03011  1.14755  -0.38805
H  1.36135  -3.75272  -1.19242
H  2.32590  -2.80084  -4.05701
H  3.46193  4.00632  3.55786
S  -1.59304  3.53977  -0.19154
C  1.91477  -2.80971  -1.25800
O  -2.80655  4.35202  -0.24153
C  -2.10815  1.81041  -0.27684
C  2.28043  2.26586  3.92917
H  -0.16419  -2.66298  2.88987
C  1.76612  0.94597  1.94923
H  2.18264  2.45041  4.99172
C  2.99592  3.13155  3.12040
C  0.51965  -0.79828  2.44612
H  -3.55630  -0.35163  -2.46486
H  -2.49286  1.89022  -2.38514
H  -2.91851  -0.81087  1.73759
H  -1.85875  1.45405  1.81839
C  1.31198  -1.93387  -2.36208
H  -4.46888  -2.25496  -1.36888
H  2.58184  1.62331  0.07923
C  2.21187  -0.65245  -2.44843
C  -3.35096  -0.71441  -0.35889
H  -3.21416  -2.86609  -0.29687
C  -2.21205  1.02934  0.88704
S  0.67446  -0.07166  4.04018
H  -0.30584  -2.16731  1.27412
O  3.30624  -0.82364  -3.02057
C  -2.59811  1.29241  -1.48945
C  1.30793  -2.67695  -3.69122
O  -0.88723  3.64631  1.08390
C  3.10721  2.90351  1.74555
H  -4.71264  -2.22593  0.38162
O  1.82311  0.39633  -1.87009
H  3.66015  3.60295  1.13193
N  -0.29308  -1.89598  2.25010
N  1.10278  -0.18370  1.48521
H  0.73292  -2.10586  -4.42199
H  -0.05113  -0.75198  -1.65417
C  1.67052  1.17327  3.32714
H  2.96773  -3.01582  -1.45931
C  -3.20941  0.05074  -1.51848
H  1.83697  -2.28187  -0.30416
C  -3.97270  -2.08516  -0.41146
C  2.50302  1.81478  1.14549
H  0.83190  -3.65586  -3.56908